#P
ORCA calculation (the ωB97M-V functional and the def2-TZVPD basis) on a 2-piece molecular cluster, C6H14NO overall.

**E_HOMO**: -0.454 hartree
**Net charge**: +1
**Spin multiplicity**: 1

Each line ends with the natural charge from an NBO analysis.
Element x y z (Å)
O (-1.41798, 0.57794, 1.35844)  -0.301
C (-0.55131, 1.50399, 1.27448)  0.225
C (0.62247, 1.54434, 0.48170)  0.321
C (1.05076, 0.20772, -0.04217)  -0.307
C (2.56976, 0.23654, -0.11609)  -0.617
C (0.24712, 0.10747, -1.37121)  -0.342
C (0.69457, -1.13818, -2.26588)  -0.587
N (-3.59486, -1.41571, 1.88888)  -1.094
H (-0.85926, 2.46862, 1.81530)  0.186
H (1.19096, 2.37226, 0.68481)  0.230
H (0.67096, -0.60373, 0.56088)  0.293
H (3.03734, 0.48664, 0.85219)  0.239
H (2.92265, 0.92557, -0.89951)  0.231
H (2.76177, -0.79656, -0.37502)  0.245
H (0.54961, 1.02780, -1.95167)  0.211
H (-0.76653, 0.25916, -1.08749)  0.232
H (1.60497, -0.76502, -2.75290)  0.234
H (-0.10946, -0.98545, -2.99142)  0.258
H (0.71379, -2.10439, -1.62898)  0.246
H (-3.45147, -2.00008, 2.83514)  0.370
H (-4.53135, -1.48883, 1.57903)  0.368
H (-3.35452, -0.42011, 2.15152)  0.359



#Q
ORCA calculation (the ωB97M-V functional and the def2-TZVPD basis) on a 2-piece molecular cluster, C6H14NO overall.

**E_HOMO**: -0.451 hartree
**Net charge**: +1
**Spin multiplicity**: 1

Each line ends with the natural charge from an NBO analysis.
Element x y z (Å)
O (1.09656, -0.80173, -1.11307)  -0.348
C (0.03665, -0.51210, -1.58913)  0.294
C (-0.84039, 0.44336, -0.83537)  0.336
C (-0.46692, 0.93585, 0.43052)  -0.368
C (-1.25418, 2.19223, 0.79167)  -0.615
C (-0.77723, -0.28812, 1.41871)  -0.322
C (-0.54414, 0.06640, 2.89253)  -0.612
N (3.04940, -2.11597, -3.36767)  -1.083
H (-0.28615, -0.89981, -2.55902)  0.182
H (-1.75880, 0.83363, -1.25808)  0.234
H (0.61736, 1.11939, 0.44861)  0.313
H (-0.99076, 3.02079, 0.14071)  0.244
H (-2.32713, 2.00231, 0.76562)  0.227
H (-1.07782, 2.47144, 1.81930)  0.247
H (-1.79021, -0.64660, 1.22361)  0.224
H (-0.11957, -1.11388, 1.12913)  0.240
H (-1.41543, -0.13479, 3.48724)  0.247
H (0.31802, -0.50056, 3.23531)  0.249
H (-0.21237, 1.09841, 2.99409)  0.225
H (2.23799, -2.00012, -2.78398)  0.346
H (2.83747, -2.37165, -4.31858)  0.369
H (3.66765, -2.79848, -2.95213)  0.371



Referenced to the most stable arrangement, the calculated values in hartree are #P 0.0655; #Q 0.0000.



#P
ORCA calculation (the ωB97M-V functional and the def2-TZVPD basis) on a 2-piece molecular cluster, C6H14NO overall.

**E_HOMO**: -0.497 hartree
**Net charge**: +1
**Spin multiplicity**: 1

Each line ends with the natural charge from an NBO analysis.
Element x y z (Å)
C (-1.12189, 1.23956, 2.48511)  -0.603
C (0.26886, 1.04187, 1.83356)  -0.453
C (0.56448, 1.90953, 0.58446)  -0.233
C (1.76174, 2.10143, 0.01304)  -0.370
H (-1.93690, 0.84121, 1.84116)  0.164
H (-1.21530, 0.55739, 3.33309)  0.240
H (-1.34839, 2.30020, 2.64382)  0.242
H (0.44945, -0.01336, 1.54380)  0.167
H (1.03383, 1.20581, 2.58092)  0.248
H (-0.25930, 2.44132, 0.16952)  0.192
H (1.98089, 2.84894, -0.75311)  0.224
H (2.64245, 1.47904, 0.25225)  0.198
O (-0.62297, -2.85090, -1.91158)  -0.496
C (0.40776, -2.21545, -1.58797)  0.400
C (0.31219, -0.81622, -1.01420)  -0.333
N (-1.15211, -0.51082, -0.70067)  -0.697
H (1.41851, -2.74064, -1.54170)  0.188
H (0.92179, -0.77520, -0.11786)  0.262
H (0.69338, -0.06002, -1.66212)  0.272
H (-1.40300, 0.40860, -1.09465)  0.452
H (-1.76291, -1.19955, -1.19968)  0.476
H (-1.32477, -0.47510, 0.31789)  0.461



#Q
ORCA calculation (the ωB97M-V functional and the def2-TZVPD basis) on a 2-piece molecular cluster, C6H14NO overall.

**E_HOMO**: -0.446 hartree
**Net charge**: +1
**Spin multiplicity**: 1

Each line ends with the natural charge from an NBO analysis.
Element x y z (Å)
O (1.76629, 0.70742, 0.30428)  -0.267
C (1.00308, 1.68702, 0.66567)  0.185
C (-0.16635, 1.84999, -0.09822)  0.362
C (-0.67585, 0.97857, -1.25550)  -0.544
C (-0.77676, -0.57938, -0.79286)  -0.360
C (-1.48734, -0.77089, 0.48767)  -0.408
C (-3.00415, -0.86461, 0.29503)  -0.604
N (4.53111, -1.14298, 0.21424)  -1.097
H (1.27304, 2.46089, 1.50356)  0.225
H (-0.75508, 2.67200, 0.32654)  0.226
H (-0.19233, 1.18368, -2.26136)  0.344
H (-1.72707, 1.37296, -1.37984)  0.255
H (0.25629, -0.97467, -0.83926)  0.247
H (-1.26803, -1.16136, -1.58562)  0.248
H (-1.26345, 0.04880, 1.20792)  0.173
H (-1.13963, -1.74066, 0.96677)  0.248
H (-3.40012, 0.09028, -0.09245)  0.202
H (-3.18609, -1.71661, -0.40153)  0.225
H (-3.40367, -1.14669, 1.26441)  0.236
H (5.50501, -0.84613, 0.47463)  0.375
H (3.89832, -0.32117, 0.03869)  0.361
H (4.21278, -1.78644, 0.95723)  0.368



Referenced to the most stable arrangement, the calculated values in hartree are #P 0.0000; #Q 0.1228.



#P
ORCA calculation (the ωB97M-V functional and the def2-TZVPD basis) on a 2-piece molecular cluster, C9H14O overall.

**E_HOMO (alpha / beta)**: 0.027 / -0.123 hartree
**Net charge**: -1
**Spin multiplicity**: 2

Each line ends with the natural charge from an NBO analysis.
Element x y z (Å)
C (-0.16227, -2.09930, 1.94576)  -0.629
C (-0.63449, -0.18049, 0.51903)  -0.389
C (-0.60898, -1.60170, 0.58892)  -0.061
C (-0.70224, 0.47710, -0.72304)  -0.433
C (-0.56849, -2.34583, -0.58671)  -0.310
C (-0.71582, -0.35678, -1.85900)  0.324
C (-0.65291, -1.72604, -1.91780)  -0.511
O (-0.86504, 0.42970, -3.02595)  -0.737
H (-0.85100, 0.41766, 1.39124)  0.169
H (-0.91014, 1.49072, -1.04806)  0.200
H (-1.09927, -2.06358, 2.55786)  0.200
H (0.78476, -1.75140, 2.29627)  0.208
H (-0.47425, -3.42078, -0.51530)  0.170
H (-0.34378, -2.20330, -2.83912)  0.175
H (-0.75777, -0.12854, -3.82083)  0.453
H (-0.02468, -3.19489, 1.98450)  0.182
C (1.90238, 3.72904, 1.71054)  -0.621
C (1.90538, 2.36190, 2.32032)  -0.627
H (1.73662, 4.49786, 2.47854)  0.187
H (2.86399, 4.10747, 1.31432)  0.191
H (1.36728, 3.90860, 0.77067)  0.218
H (2.88226, 2.13534, 2.76427)  0.193
H (1.78467, 1.62447, 1.53116)  0.239
H (1.06135, 2.19794, 2.99820)  0.208



#Q
ORCA calculation (the ωB97M-V functional and the def2-TZVPD basis) on a 2-piece molecular cluster, C9H14O overall.

**E_HOMO (alpha / beta)**: 0.037 / -0.132 hartree
**Net charge**: -1
**Spin multiplicity**: 2

Each line ends with the natural charge from an NBO analysis.
Element x y z (Å)
C (-2.53731, 1.70334, -0.43282)  -0.621
C (-1.80606, 0.80473, 1.72297)  -0.332
C (-1.52672, 1.27411, 0.48466)  -0.050
C (-0.72255, 0.13891, 2.38694)  -0.384
C (-0.13150, 1.42171, 0.05542)  -0.380
C (0.57117, 0.23228, 1.92044)  0.218
C (0.89194, 0.91344, 0.78306)  -0.420
O (1.55553, -0.50395, 2.46852)  -0.708
H (-2.77331, 0.95799, 2.15416)  0.183
H (-0.90523, -0.29338, 3.41756)  0.188
H (-3.49197, 2.17392, -0.01099)  0.188
H (-2.07120, 2.28726, -1.26546)  0.201
H (0.05274, 1.95756, -0.84402)  0.181
H (2.07822, 1.10615, 0.48751)  0.146
H (2.35624, -0.08977, 2.24965)  0.452
H (-2.96351, 0.81991, -0.99449)  0.193
C (2.02896, -1.36817, -1.65069)  -0.629
C (0.87048, -2.37861, -2.01071)  -0.658
H (1.57368, -0.61035, -1.12017)  0.236
H (2.77539, -1.70522, -0.98573)  0.192
H (2.44064, -1.01337, -2.55153)  0.187
H (1.20438, -2.90855, -2.94229)  0.186
H (-0.01353, -1.73270, -1.88043)  0.229
H (0.54351, -3.18722, -1.44157)  0.202



Referenced to the most stable arrangement, the calculated values in hartree are #P 0.0000; #Q 0.0294.



#P
ORCA calculation (the ωB97M-V functional and the def2-TZVPD basis) on one molecule with the formula C4H4FNOS.

**E_HOMO**: -0.308 hartree
**Net charge**: 0
**Spin multiplicity**: 1
**SMILES string**: O=C1CC(F)=CN1S

Each line ends with the natural charge from an NBO analysis.
Element x y z (Å)
O (-1.65954, -0.97851, 1.12430)  -0.576
C (-0.65937, -0.42134, 0.76945)  0.687
C (0.66432, -0.36557, 1.54809)  -0.564
C (1.61718, 0.18493, 0.51243)  0.371
F (2.84971, 0.55928, 0.83582)  -0.301
C (0.94594, 0.45750, -0.61181)  -0.121
N (-0.44882, 0.23234, -0.44238)  -0.564
S (-1.55561, 0.14709, -1.78061)  0.172
H (0.93216, -1.33312, 1.90565)  0.253
H (0.60360, 0.30424, 2.35083)  0.248
H (1.31230, 0.69743, -1.60640)  0.230
H (-2.59603, 0.01312, -0.88949)  0.165



#Q
ORCA calculation (the ωB97M-V functional and the def2-TZVPD basis) on one molecule with the formula C4H4FNOS.

**E_HOMO**: -0.315 hartree
**Net charge**: 0
**Spin multiplicity**: 1
**SMILES string**: ON1CC(F)=CC1=S

Each line ends with the natural charge from an NBO analysis.
Element x y z (Å)
O (-1.39893, 1.72307, -0.27650)  -0.519
N (-0.55262, 0.57905, 0.09167)  -0.120
C (0.87084, 0.94273, -0.02512)  -0.315
C (1.27380, -0.44936, -0.18513)  0.471
F (2.55797, -0.92156, -0.34041)  -0.314
C (0.29729, -1.46735, 0.19359)  -0.332
C (-0.94838, -0.67809, 0.12166)  0.111
S (-2.62877, -1.11416, -0.23050)  -0.270
H (-2.16563, 1.31150, 0.22924)  0.499
H (1.19447, 1.54647, -0.74981)  0.251
H (1.11121, 1.09781, 1.07953)  0.269
H (0.38876, -2.57011, 0.09179)  0.269



Referenced to the most stable arrangement, the calculated values in hartree are #P 0.0000; #Q 0.1117.



#P
ORCA calculation (the ωB97M-V functional and the def2-TZVPD basis) on a 2-piece molecular cluster, C3H9OS overall.

**E_HOMO**: -0.045 hartree
**Net charge**: -1
**Spin multiplicity**: 1

Each line ends with the natural charge from an NBO analysis.
Element x y z (Å)
C (0.36669, -1.88245, -1.42358)  -0.248
O (1.24567, -1.20228, -2.32675)  -0.749
H (0.75186, -1.95463, -0.41005)  0.197
H (-0.56378, -1.33625, -1.40948)  0.182
H (0.20148, -2.87486, -1.85499)  0.139
C (-1.60779, 1.50168, 0.22356)  -0.808
S (-0.53845, 0.42870, 1.36672)  0.065
C (1.09304, 0.87878, 1.08758)  -1.136
H (-2.32238, 1.96966, 0.89804)  0.182
H (-2.05599, 0.86810, -0.54434)  0.178
H (-0.92925, 2.23088, -0.20993)  0.212
H (1.55027, 1.38094, 1.94144)  0.164
H (2.07017, -0.99144, -1.88629)  0.469
H (1.74342, 0.57043, 0.28217)  0.151



#Q
ORCA calculation (the ωB97M-V functional and the def2-TZVPD basis) on C3H9OS as an isolated structure.

**E_HOMO**: -0.089 hartree
**Net charge**: -1
**Spin multiplicity**: 1

Each line ends with the natural charge from an NBO analysis.
Element x y z (Å)
C (-1.59678, 2.11183, 1.11438)  -0.206
O (-0.92762, 1.61037, 0.04213)  -0.897
H (-2.60578, 1.72275, 1.34655)  0.103
H (-1.87148, 3.21365, 1.07972)  0.090
H (-0.96292, 1.98364, 2.01734)  0.112
C (-0.69682, -1.55219, -0.37246)  -0.740
S (1.10206, -1.40271, -0.23160)  0.111
C (1.30266, 0.35022, -0.36707)  -0.998
H (-0.88227, -2.63134, -0.29498)  0.188
H (-1.17720, -0.99457, 0.42783)  0.229
H (-1.09357, -1.24583, -1.33804)  0.198
H (2.14855, 0.80624, 0.11482)  0.207
H (0.27464, 1.09272, 0.08368)  0.401
H (0.97070, 0.61079, -1.36961)  0.201



Referenced to the most stable arrangement, the calculated values in hartree are #P 0.0110; #Q 0.0000.